Record 1
This record from OMol25 describes a structure of composition C31H52BCaF5N9O2STe. The level of theory is the ωB97M-V functional and the def2-TZVPD basis.

E: -3724.21436 hartree
highest occupied orbital energy: -5.102 eV
Kohn-Sham gap: 7.332 eV
largest force on an atom: 0.8 eV/A
charge: -1

Structure (XYZ):
```
103
Properties=species:S:1:pos:R:3:forces:R:3:lowdin_charge:R:1
Ca 0.579 -0.465 -1.387 -0.36 0.40 0.60 1.298
C -4.783 1.577 -2.212 0.00 0.00 0.00 -0.025
C -3.355 1.402 -2.610 -0.01 -0.01 -0.02 -0.266
C -2.790 1.636 -3.842 0.00 0.00 0.00 0.020
C -1.432 1.313 -3.695 0.02 0.01 -0.01 -0.252
N -1.192 0.917 -2.451 -0.04 -0.07 0.00 0.043
N -2.379 0.969 -1.784 -0.01 0.00 0.00 0.032
B -2.548 0.639 -0.287 -0.01 0.02 0.00 -0.512
N -1.638 1.531 0.588 0.01 0.00 0.02 0.020
N -0.294 1.677 0.405 -0.09 -0.05 -0.10 0.133
C 0.103 2.587 1.289 0.05 -0.03 0.02 -0.255
C -0.987 3.024 2.065 0.01 -0.02 0.02 0.002
C -2.072 2.329 1.587 0.00 -0.01 0.03 -0.290
C -3.486 2.400 2.063 0.00 0.00 -0.01 -0.027
C 1.513 3.115 1.433 -0.02 0.01 -0.01 -0.536
C 2.457 2.511 0.407 -0.01 0.00 0.01 -0.066
C 1.482 4.639 1.250 0.01 -0.01 0.00 -0.051
C 2.025 2.798 2.846 0.00 0.01 -0.01 -0.034
N -2.377 -0.869 0.039 0.05 0.02 0.01 0.033
N -1.199 -1.535 -0.093 -0.04 -0.16 -0.11 0.025
C -1.411 -2.789 0.294 0.00 0.07 0.03 -0.254
C -2.745 -2.935 0.706 0.00 -0.04 -0.02 0.017
C -3.324 -1.699 0.522 -0.01 0.01 0.00 -0.266
C -4.745 -1.308 0.761 0.00 0.00 0.01 -0.020
C -0.367 -3.885 0.302 -0.01 0.01 0.04 -0.528
C -0.910 -5.076 -0.498 -0.02 -0.01 0.01 -0.036
C -0.130 -4.307 1.760 0.00 0.00 0.00 -0.040
C 0.968 -3.456 -0.302 -0.01 -0.02 -0.05 -0.063
C -0.385 1.395 -4.781 -0.01 0.00 0.01 -0.540
C -0.347 2.833 -5.314 0.00 0.00 0.00 -0.050
C 0.999 1.022 -4.264 -0.01 -0.02 0.00 -0.073
C -0.775 0.437 -5.915 0.00 0.00 0.00 -0.033
H -5.349 1.929 -3.073 0.00 0.00 0.00 0.077
H -4.895 2.303 -1.405 0.00 0.00 0.00 0.075
H -5.225 0.638 -1.875 0.00 0.00 0.00 0.070
H -3.298 1.979 -4.728 0.00 0.00 0.00 0.108
H -3.676 0.906 -0.002 0.00 0.00 0.00 0.098
H -0.989 3.754 2.858 0.00 0.00 0.00 0.104
H -3.544 3.099 2.897 0.00 0.00 0.00 0.076
H -3.845 1.428 2.406 0.00 0.00 0.00 0.069
H -4.164 2.741 1.280 0.00 0.00 0.00 0.075
H 2.116 2.709 -0.609 0.00 0.00 0.00 0.081
H 2.529 1.433 0.522 0.00 0.02 0.01 0.039
H 3.457 2.939 0.521 0.00 0.00 0.00 0.094
H 1.114 4.895 0.255 0.00 0.00 0.00 0.090
H 2.490 5.048 1.359 0.00 0.00 0.00 0.081
H 0.836 5.121 1.986 0.00 0.00 0.00 0.072
H 2.050 1.719 3.010 0.00 0.00 0.00 0.064
H 1.385 3.244 3.611 0.00 0.00 0.00 0.079
H 3.038 3.188 2.975 0.00 0.00 0.00 0.086
H -3.236 -3.826 1.061 0.00 0.00 0.00 0.108
H -5.290 -2.170 1.146 0.00 0.00 0.00 0.078
H -5.229 -0.983 -0.160 0.00 0.00 0.00 0.072
H -4.833 -0.495 1.482 0.00 0.00 0.00 0.065
H -1.832 -5.461 -0.059 0.01 0.00 -0.01 0.076
H -0.174 -5.884 -0.509 0.00 0.00 0.00 0.085
H -1.121 -4.786 -1.529 0.00 0.00 0.00 0.074
H -1.061 -4.622 2.237 0.00 0.00 0.00 0.078
H 0.287 -3.477 2.337 0.00 0.00 0.01 0.072
H 0.575 -5.142 1.799 0.00 0.00 0.00 0.083
H 0.867 -3.261 -1.370 0.00 0.05 0.00 0.051
H 1.692 -4.268 -0.198 0.00 0.01 0.02 0.096
H 1.386 -2.594 0.218 0.02 0.06 0.04 0.050
H -0.063 3.531 -4.524 0.00 0.00 0.00 0.088
H -1.320 3.138 -5.703 0.00 0.00 0.00 0.073
H 0.384 2.911 -6.122 0.00 0.00 0.00 0.081
H 1.289 1.628 -3.405 0.01 0.01 0.00 0.073
H 1.744 1.180 -5.046 0.00 0.01 0.01 0.096
H 1.042 -0.037 -4.003 0.00 0.01 -0.01 0.039
H -1.742 0.709 -6.343 0.00 0.00 0.00 0.080
H -0.843 -0.589 -5.551 0.00 0.01 0.00 0.062
H -0.026 0.476 -6.709 0.00 0.00 0.00 0.085
S -1.958 -3.504 -4.524 0.01 0.00 0.02 0.422
C -0.885 -2.626 -3.662 0.01 -0.02 -0.01 -1.007
N -0.115 -1.996 -3.044 0.03 -0.05 -0.11 -0.078
F 5.178 0.449 -0.735 0.03 0.05 0.02 -0.368
Te 4.164 -0.392 -2.061 -0.04 -0.04 0.02 1.747
F 5.757 -1.257 -2.485 0.07 0.02 0.00 -0.367
F 3.444 -1.416 -3.442 0.00 -0.01 -0.07 -0.369
F 3.892 -1.833 -0.891 0.04 -0.08 -0.01 -0.372
F 4.717 0.902 -3.280 0.02 0.03 -0.05 -0.370
O 2.622 0.405 -1.632 0.41 -0.17 -0.19 -0.724
C 4.231 -0.465 2.189 0.00 0.02 0.01 -0.034
N 3.118 -0.781 3.063 -0.01 -0.01 0.00 -0.084
C 3.365 -0.669 4.485 0.00 0.01 0.01 -0.175
C 2.324 -1.461 5.246 0.00 -0.01 0.00 -0.157
C 0.955 -0.948 4.858 -0.01 0.01 0.00 -0.175
N 0.804 -0.888 3.418 -0.01 0.01 -0.01 -0.072
C -0.549 -0.634 2.960 0.00 0.02 -0.01 -0.030
C 1.847 -0.752 2.538 0.05 -0.03 -0.01 -0.483
O 1.667 -0.638 1.327 -0.10 -0.05 -0.09 -0.009
H 5.101 -1.051 2.491 0.00 0.00 -0.01 0.093
H 4.489 0.599 2.231 0.00 0.00 0.00 0.094
H 3.972 -0.716 1.169 0.00 -0.02 -0.01 0.051
H 3.353 0.383 4.808 0.00 0.00 0.00 0.124
H 4.368 -1.053 4.679 0.00 0.00 0.00 0.119
H 2.471 -1.361 6.322 0.00 0.00 0.00 0.113
H 2.415 -2.518 4.985 0.00 0.00 0.00 0.121
H 0.787 0.048 5.293 0.00 0.00 0.00 0.125
H 0.172 -1.602 5.249 0.00 0.00 0.00 0.122
H -1.192 -1.494 3.166 0.00 0.01 0.00 0.093
H -0.535 -0.452 1.894 0.00 0.00 -0.01 0.053
H -0.955 0.250 3.465 0.00 0.01 0.01 0.094
```
Forces are in eV/Å.

---

Record 2
This record from OMol25 describes a structure of composition C36H55N4OPdS2Si at a distorted geometry. The level of theory is the ωB97M-V functional and the def2-TZVPD basis.

E: -2912.65922 hartree
highest occupied orbital energy: -9.548 eV
Kohn-Sham gap: 5.666 eV
largest force on an atom: 3.7 eV/A
charge: +1

Structure (XYZ):
```
100
Properties=species:S:1:pos:R:3:forces:R:3:lowdin_charge:R:1
Pd -0.125 -0.165 0.261 3.50 1.01 0.51 0.652
C 2.315 -0.166 4.389 -0.13 0.00 -0.08 -0.113
C 1.908 -0.124 2.932 1.18 -0.07 -0.05 -0.773
S 0.214 -0.057 2.657 -1.45 -0.14 -1.56 0.744
C 2.788 -0.142 1.926 0.08 -0.01 1.26 -0.784
C 4.284 -0.138 2.122 -0.06 -0.14 -0.44 -0.102
S 2.298 -0.181 0.285 -1.68 -0.18 -1.19 0.782
H 1.436 -0.142 5.033 0.03 0.00 0.04 0.060
H 2.943 0.690 4.640 -0.06 0.01 0.02 0.087
H 2.875 -1.075 4.613 -0.06 0.00 0.02 0.089
H 4.556 -0.146 3.174 -0.07 0.00 0.00 0.073
H 4.723 0.748 1.656 0.02 0.02 0.05 0.081
H 4.737 -1.007 1.638 0.02 0.01 0.07 0.081
C 1.246 1.830 -6.605 0.00 -0.02 0.03 -0.034
C -0.013 1.029 -6.234 0.00 0.04 -0.05 -0.556
C -1.268 1.872 -6.514 0.00 -0.02 0.03 -0.031
C -0.063 -0.228 -7.103 0.00 -0.01 0.05 -0.060
C 0.030 0.699 -4.749 0.00 0.03 -0.10 -0.132
C -0.016 -0.598 -4.253 0.03 -0.02 0.02 0.027
C 0.013 -0.802 -2.886 0.00 0.07 0.03 -0.089
N 0.076 0.193 -2.002 -0.32 -0.44 0.53 0.030
C 0.132 1.458 -2.457 -0.01 -0.03 0.11 -0.194
C 0.113 1.726 -3.811 0.03 0.00 -0.07 0.058
C 0.174 2.535 -1.429 0.01 -0.06 -0.12 -0.206
C 0.107 3.879 -1.742 -0.01 0.10 -0.16 0.057
C 0.104 4.844 -0.736 0.02 0.01 0.03 -0.136
C 0.167 4.378 0.572 0.01 0.01 -0.02 0.027
C 0.248 3.014 0.806 0.06 0.13 -0.05 -0.106
N 0.252 2.116 -0.170 -0.40 0.10 0.53 0.009
C 0.053 6.322 -1.100 0.04 0.04 -0.06 -0.557
C 0.055 7.220 0.137 -0.02 -0.03 0.01 -0.062
C -1.219 6.603 -1.913 -0.02 -0.02 0.02 -0.035
C 1.294 6.656 -1.945 -0.01 -0.02 0.03 -0.036
H 1.249 2.035 -7.677 -0.01 0.01 0.05 0.093
H 2.150 1.264 -6.363 -0.02 0.03 -0.03 0.096
H 1.291 2.786 -6.080 0.01 -0.03 -0.03 0.080
H -1.321 2.106 -7.579 0.00 0.01 0.04 0.093
H -1.261 2.812 -5.959 0.00 -0.03 -0.03 0.083
H -2.172 1.325 -6.237 0.02 0.03 -0.02 0.092
H -0.076 0.064 -8.154 -0.01 -0.02 0.03 0.092
H -0.964 -0.815 -6.911 0.04 0.00 -0.01 0.090
H 0.814 -0.861 -6.946 -0.04 0.01 -0.02 0.092
H -0.076 -1.453 -4.910 0.01 0.01 0.03 0.113
H -0.020 -1.804 -2.480 -0.04 0.01 -0.03 0.097
H 0.156 2.750 -4.151 0.00 -0.03 0.01 0.111
H 0.038 4.191 -2.775 0.01 0.00 0.04 0.109
H 0.144 5.056 1.413 0.06 -0.03 -0.02 0.111
H 0.312 2.627 1.817 -0.04 -0.07 0.00 0.083
H -0.827 7.049 0.760 0.05 0.00 0.00 0.091
H 0.039 8.264 -0.179 0.00 -0.02 0.02 0.091
H 0.952 7.070 0.742 -0.04 0.02 0.00 0.090
H -2.113 6.361 -1.333 0.02 0.00 -0.04 0.095
H -1.250 6.027 -2.839 -0.01 0.03 0.04 0.080
H -1.260 7.663 -2.174 0.01 -0.04 0.00 0.092
H 2.210 6.434 -1.392 -0.02 0.02 -0.03 0.095
H 1.294 7.719 -2.195 0.00 -0.04 -0.01 0.092
H 1.315 6.090 -2.879 0.00 0.03 0.03 0.080
C -2.152 -2.713 2.324 0.02 0.15 0.11 -0.189
Si -1.538 -3.020 0.591 -0.18 -0.66 0.10 0.403
C -2.847 -2.580 -0.675 0.08 0.29 -0.16 -0.173
C -1.317 -4.877 0.413 0.10 0.00 0.00 -0.180
C 0.149 -2.256 0.267 -0.83 0.63 0.39 -0.304
H -3.155 -3.131 2.454 0.05 -0.02 -0.06 0.041
H -2.189 -1.657 2.594 -0.02 -0.06 0.02 -0.026
H -1.491 -3.209 3.041 -0.03 0.07 -0.03 0.043
H -3.762 -3.125 -0.428 0.04 0.00 0.00 0.041
H -2.539 -2.894 -1.678 -0.03 0.01 0.04 0.035
H -3.091 -1.516 -0.718 -0.03 -0.08 0.01 -0.006
H -2.265 -5.370 0.649 0.08 -0.01 -0.02 0.039
H -0.555 -5.266 1.094 -0.05 0.00 -0.04 0.037
H -1.037 -5.156 -0.606 -0.01 -0.01 0.06 0.034
H 0.570 -2.528 -0.700 0.17 0.22 0.03 0.001
H 0.865 -2.478 1.054 0.04 -0.12 -0.02 -0.001
C -7.857 0.049 -1.716 0.02 0.02 0.01 -0.067
C -6.449 -0.138 -2.265 -0.10 0.10 -0.02 -0.202
N -5.853 1.094 -2.777 -0.07 0.05 0.09 -0.051
C -6.411 1.659 -4.011 0.02 0.09 0.07 -0.192
C -7.158 2.963 -3.765 0.01 -0.04 0.02 -0.064
C -4.750 1.689 -2.272 0.06 -0.13 -0.15 -0.419
O -4.143 2.580 -2.854 -0.07 -0.04 0.05 0.069
C -4.223 1.251 -0.929 -0.01 0.24 0.01 -0.105
C -4.965 1.238 0.242 -0.07 -0.04 0.00 0.017
C -4.314 1.020 1.445 -0.01 0.06 0.04 -0.012
C -2.952 0.787 1.437 0.05 0.10 -0.03 -0.129
N -2.230 0.779 0.308 -0.25 -0.91 0.17 0.006
C -2.860 1.032 -0.838 0.12 0.05 -0.07 -0.075
H -8.224 -0.894 -1.307 -0.01 0.03 -0.03 0.082
H -8.546 0.366 -2.501 0.01 0.01 0.04 0.075
H -7.880 0.799 -0.923 -0.02 -0.03 -0.03 0.067
H -6.483 -0.855 -3.089 0.08 -0.04 0.00 0.124
H -5.793 -0.560 -1.507 0.05 -0.02 0.02 0.106
H -7.075 0.910 -4.439 0.03 -0.03 -0.01 0.119
H -5.591 1.835 -4.705 0.02 -0.04 -0.05 0.117
H -7.991 2.813 -3.076 0.01 0.02 -0.03 0.070
H -7.553 3.352 -4.705 0.01 -0.01 0.04 0.081
H -6.481 3.705 -3.344 -0.04 0.01 -0.01 0.073
H -6.033 1.420 0.221 0.04 0.01 0.00 0.119
H -4.854 1.043 2.382 0.03 -0.04 -0.01 0.119
H -2.406 0.630 2.359 -0.01 -0.06 0.00 0.067
H -2.263 1.077 -1.739 0.01 -0.07 0.00 0.113
```
Forces are in eV/Å.

---

Record 3
This record from OMol25 describes the ion C5H4Cl2NO2 with charge -1 at a distorted geometry. The level of theory is the ωB97M-V functional and the def2-TZVPD basis.

E: -1318.54208 hartree
highest occupied orbital energy: -3.713 eV
Kohn-Sham gap: 7.208 eV
largest force on an atom: 3.7 eV/A
charge: -1

Structure (XYZ):
```
14
Properties=species:S:1:pos:R:3:forces:R:3:lowdin_charge:R:1
C 1.665 0.778 -0.240 0.80 1.54 -1.24 -0.648
C 1.330 1.329 -1.414 -1.02 -1.99 1.63 -0.707
C 0.881 -0.248 0.381 -0.89 -1.89 2.10 -0.521
C -1.280 0.679 -0.236 0.38 2.93 -0.93 -0.379
C -1.235 -1.575 0.533 3.11 0.46 1.86 0.006
N -0.527 -0.251 0.311 -0.16 -2.38 -0.76 -0.034
O -2.474 0.646 -0.332 -2.63 -0.60 -0.16 0.004
O 1.260 -1.147 1.127 1.22 0.39 -0.61 -0.003
Cl 3.113 1.166 0.928 -0.28 0.15 -0.57 0.388
Cl 2.002 2.600 -2.244 1.22 1.05 -0.32 0.531
H -0.793 1.576 -0.611 0.65 -0.10 0.27 0.106
H -2.248 -1.359 0.287 -0.75 -0.31 0.27 0.051
H -0.761 -2.348 -0.111 -0.40 0.57 0.27 0.093
H -0.933 -1.846 1.621 -1.25 0.18 -1.81 0.111
```
Forces are in eV/Å.